Entry from the OMol25 dataset: 2 unconnected molecules or ions with the total composition C5H7NO at a distorted geometry (ωB97M-V with the def2-TZVPD basis set).

E_HOMO = -7.73 eV
DFT total energy = -8833.2755 eV
Kohn-Sham gap = 8.4 eV
multiplicity = 1

```
14
Properties=species:S:1:pos:R:3:forces:R:3
C -1.826 0.609 -0.782 1.7 -0.9 1.2
C -0.625 0.217 -0.192 -1.7 0.9 -3.4
C 0.374 1.074 0.494 -3.9 -0.6 1.7
N 1.540 0.332 0.652 0.5 -0.1 0.3
C 1.447 -0.968 0.220 0.3 -0.5 0.0
O 2.321 -1.808 0.320 -0.6 0.6 -0.1
C 0.045 -1.127 -0.370 -0.1 -0.4 0.3
H -2.543 -0.138 -1.096 0.2 -0.1 -0.2
H -2.215 1.616 -0.672 0.2 0.0 0.0
H -0.844 0.775 1.256 3.6 1.0 0.3
H 0.428 2.143 0.363 -0.1 0.0 -0.1
H 2.358 0.657 1.147 -0.2 -0.1 0.0
H -0.470 -1.955 0.130 0.1 0.1 -0.1
H 0.118 -1.375 -1.433 0.0 0.0 0.2
```
Positions in Å, forces in eV/Å.

Löwdin atomic charge list, values in e, 6 entries: -0.009, -0.389, -0.135, 0.080, -0.459, 0.068